# 1
Computed, not measured: a cluster of 2 separate species, C2H4N4OS in total, with the ωB97M-V functional and the def2-TZVPD basis.

Last columns: bonded neighbours and bond lengths (Å).
Element x y z (Å)
1 C -1.47162 -0.71785 -0.64128  N3 1.385, S8 1.818, H9 1.053, H10 1.077
2 C -0.42952 0.59474 1.15759  N4 1.309, S8 1.785, H11 1.058
3 N -1.74616 0.63796 -0.57794  C1 1.385, N4 1.251
4 N -1.21591 1.27319 0.36019  C2 1.309, N3 1.251
5 N 1.90748 -0.42519 -0.13784  N6 1.209, O7 1.193
6 N 1.67730 0.71997 0.17414  N5 1.209, H12 0.955
7 O 2.57388 -1.10608 -0.85605  N5 1.193
8 S -0.26938 -1.11306 0.66448  C1 1.818, C2 1.785
9 H -2.28133 -1.39030 -0.66009  C1 1.053
10 H -0.78690 -0.98016 -1.43040  C1 1.077
11 H -0.20563 1.08126 2.06996  C2 1.058
12 H 2.24778 1.42552 -0.12275  N6 0.955

M (g mol⁻¹): 132.1
HOMO energy (alpha / beta) (eV): -8.69 / -7.91
Energy relative to the best compared isomer or geometry (same formula, charge and spin) (eV): 6.054
LUMO (alpha / beta) (eV): -0.76 / -0.95
Gap between HOMO and LUMO (alpha / beta) (eV): 7.94 / 6.96

---

# 2
Computed, not measured: a cluster of 2 separate species, C2H3IN in total, with the ωB97M-V functional and the def2-TZVPD basis.

Last columns: bonded neighbours and bond lengths (Å).
Element x y z (Å)
1 C 0.66243 -0.21042 -1.30319  I4 2.019, H5 0.988, H6 1.153
2 C -0.62686 0.10381 2.01302  N3 1.137, H7 1.056
3 N -0.38478 -0.09407 0.92006  C2 1.137
4 I -0.73673 0.85444 -2.29495  C1 2.019
5 H 1.31629 0.31158 -0.77860  C1 0.988
6 H 0.67454 -1.33587 -1.55221  C1 1.153
7 H -0.90488 0.37051 2.99587  C2 1.056

M (g mol⁻¹): 168.0
HOMO energy (alpha / beta) (eV): -15.47 / -15.47
Energy relative to the best compared isomer or geometry (same formula, charge and spin) (eV): 1.893
LUMO (alpha / beta) (eV): -7.18 / -7.18
Net charge: +1
Gap between HOMO and LUMO (alpha / beta) (eV): 8.29 / 8.29

---

> The highest energy relative to the best compared isomer or geometry (same formula, charge and spin) belongs to which entry?

C2H4N4OS

---

> The highest energy relative to the best compared isomer or geometry (same formula, charge and spin) belongs to which entry?

C2H4N4OS